No. 1
This record from the Open Molecules 2025 dataset describes C3H6N2O2 in the gas phase at a distorted geometry. The level of theory is ωB97M-V with the def2-TZVPD basis set.

The geometry in XYZ format:
```
13
Properties=species:S:1:pos:R:3:nbo_charge:R:1
C 0.348 1.652 -1.245 0.2421
C 1.870 -0.009 -0.656 0.4886
C -1.135 -0.570 1.081 -0.4271
N -0.615 1.075 -0.665 -0.2564
N -0.487 -0.113 -0.176 -0.3525
O 1.688 1.228 -1.086 -0.4735
O 1.611 -1.065 -1.474 -0.7034
H 0.392 2.495 -1.962 0.1981
H 2.690 -0.347 -0.080 0.1780
H -1.918 0.173 1.218 0.1957
H -1.409 -1.536 0.848 0.2034
H -0.479 -0.569 1.896 0.1995
H 0.703 -1.067 -1.875 0.5075
```

The total charge is 0. The energy relative to the best compared isomer or geometry (same formula, charge and spin) is 581.3 kJ/mol.

---

No. 2
This record from the Open Molecules 2025 dataset describes a gas-phase ion, C5H11N2O (charge +1) at a distorted geometry. The level of theory is ωB97M-V with the def2-TZVPD basis set.

The geometry in XYZ format:
```
19
Properties=species:S:1:pos:R:3:nbo_charge:R:1
O -1.542 1.180 0.803 -0.5282
C -0.504 1.386 1.340 0.4524
C 0.409 0.204 1.783 -0.1701
C 0.532 -0.829 0.606 -0.4420
C -0.483 -0.778 -0.542 -0.1152
C -0.118 -0.615 -1.853 -0.1528
N -1.212 -0.285 -2.884 -0.7441
N 1.795 0.465 2.211 -0.8176
H -0.039 2.477 1.627 0.1274
H 0.005 -0.413 2.716 0.2498
H 1.523 -0.787 0.000 0.2278
H 0.439 -1.824 1.005 0.2491
H -1.531 -0.692 -0.189 0.2518
H 0.980 -0.694 -2.301 0.2552
H -0.713 0.023 -3.792 0.4703
H -1.722 -1.243 -2.892 0.4772
H -1.833 0.500 -2.529 0.4659
H 2.154 1.260 1.683 0.3604
H 1.859 0.664 3.211 0.3827
```

The total charge is +1. As for the structure (SMILES): N[C@@H](C=O)C/C=C/[NH3+]. The energy relative to the best compared isomer or geometry (same formula, charge and spin) is 372.4 kJ/mol.

---

No. 3
This record from the Open Molecules 2025 dataset describes 2 unconnected molecules or ions with the total composition C2H9N3O at a distorted geometry. The level of theory is ωB97M-V with the def2-TZVPD basis set.

The geometry in XYZ format:
```
15
Properties=species:S:1:pos:R:3:nbo_charge:R:1
C -0.604 1.589 -0.012 -0.4267
N 0.713 1.037 0.184 -0.5969
C 0.947 -0.278 0.049 0.5925
N 2.323 -0.663 0.092 -0.8720
N 0.062 -1.131 -0.334 -0.8347
H -1.397 1.232 0.642 0.2425
H -0.965 1.247 -1.000 0.1999
H -0.517 2.675 -0.038 0.2014
H 1.545 1.566 -0.003 0.4034
H 2.782 -0.775 0.983 0.3835
H 2.446 -1.515 -0.429 0.3736
H 0.361 -2.091 -0.397 0.3473
H -3.104 -1.005 -0.469 0.4616
H -1.864 -1.169 0.362 0.4950
O -2.728 -0.719 0.369 -0.9704
```

The total charge is 0. As for the structure (SMILES): [H]/N=C(\N)NC.O. The energy relative to the best compared isomer or geometry (same formula, charge and spin) is 63.6 kJ/mol.

---

No. 4
This record from the Open Molecules 2025 dataset describes 3 unconnected molecules or ions with the total composition C3H10IO3 at a distorted geometry. The level of theory is ωB97M-V with the def2-TZVPD basis set.

The geometry in XYZ format:
```
17
Properties=species:S:1:pos:R:3:nbo_charge:R:1
I -26.315 26.860 -28.815 -0.9630
C -29.394 27.623 -31.759 -0.2474
O -28.045 27.922 -31.893 -0.7517
H -29.383 26.668 -31.235 0.1750
H -29.899 28.282 -31.052 0.1466
H -29.848 27.698 -32.747 0.1618
H -27.662 28.010 -31.017 0.4981
C -22.334 24.664 -28.009 -0.0743
C -22.612 24.310 -29.464 -0.0868
O -23.568 23.276 -29.553 -0.7317
O -23.407 25.441 -27.478 -0.7350
H -21.420 25.257 -28.029 0.1610
H -22.119 23.719 -27.509 0.1556
H -21.716 23.818 -29.843 0.1357
H -22.876 25.088 -30.181 0.1835
H -23.911 23.281 -30.450 0.4676
H -24.212 25.301 -27.982 0.5051
```

The total charge is -1. The energy relative to the best compared isomer or geometry (same formula, charge and spin) is 83.6 kJ/mol.

---

No. 5
This record from the Open Molecules 2025 dataset describes 10 unconnected molecules or ions with the total composition C22H51BrF13N23O14PS at a distorted geometry. The level of theory is ωB97M-V with the def2-TZVPD basis set.

The geometry in XYZ format:
```
126
Properties=species:S:1:pos:R:3:mulliken_charge:R:1
N -4.297 2.423 2.714 -0.8449
P -5.184 1.623 1.644 0.4997
O -6.648 2.456 1.535 -0.5149
O -5.354 0.040 2.307 -0.3330
N -4.258 1.535 0.162 0.4345
C -2.806 1.364 0.081 0.1201
N -1.937 1.249 1.078 0.2629
C -0.447 1.049 0.887 -0.2930
C 0.416 1.609 2.104 -0.9227
C 1.355 2.857 1.700 0.4438
F 1.614 3.541 2.898 -0.3015
F 0.545 3.727 0.904 -0.3054
C 2.647 2.435 0.864 0.9601
F 2.173 2.252 -0.470 -0.3383
F 3.029 1.163 1.303 -0.2984
C 3.812 3.504 0.777 0.5190
F 4.254 4.016 2.009 -0.3060
F 3.259 4.625 0.091 -0.3227
C 5.110 3.090 -0.041 0.4986
F 5.757 4.318 -0.367 -0.2853
F 4.876 2.465 -1.271 -0.2707
C 6.197 2.224 0.740 0.5918
F 5.767 1.625 1.921 -0.2605
F 7.264 3.089 1.101 -0.2782
C 6.885 1.067 -0.141 0.5862
F 6.008 0.008 -0.422 -0.1996
F 7.876 0.499 0.703 -0.2774
F 7.563 1.538 -1.255 -0.2681
N -2.437 1.298 -1.330 -0.2796
C -3.627 1.417 -2.129 0.2868
Br -3.714 1.342 -4.078 0.0559
N -4.642 1.556 -1.145 0.1691
C -6.022 1.666 -1.696 -1.4819
C -6.493 0.154 -2.084 -0.0454
C -7.725 -0.368 -1.213 -0.8513
S -7.311 -1.708 -0.018 1.2152
O -5.865 -2.091 0.014 -0.5966
O -7.871 -1.326 1.335 -0.6323
O -8.188 -3.075 -0.487 -0.5031
H -4.093 1.804 3.512 0.2800
H -7.349 1.760 1.529 0.3535
H -4.699 -0.486 1.781 0.3032
H -2.247 1.278 2.061 0.1794
H -0.283 -0.089 0.850 0.0994
H -0.185 1.576 -0.079 0.4431
H 0.984 0.814 2.688 0.4362
H -0.332 2.057 2.855 0.3534
H -6.766 2.204 -1.034 0.6035
H -6.027 2.231 -2.695 0.4301
H -6.739 0.124 -3.206 0.2301
H -5.576 -0.524 -1.962 0.5057
H -8.173 0.533 -0.674 0.3283
H -8.502 -0.782 -1.950 0.4507
H -8.069 -3.702 0.270 0.3961
C 5.240 8.186 1.789 0.5796
O 5.644 9.317 2.002 -0.6599
N 4.762 7.381 2.773 -0.3080
N 5.233 7.633 0.548 -0.3391
H 4.425 6.448 2.619 0.1761
H 4.751 7.756 3.707 0.1830
H 5.579 8.198 -0.208 0.1649
H 4.905 6.705 0.352 0.2004
C 9.280 -2.084 -2.106 0.6459
O 8.576 -2.108 -3.109 -0.6996
N 10.182 -3.053 -1.822 -0.3084
N 9.215 -1.081 -1.192 -0.2354
H 10.767 -3.053 -1.008 0.1800
H 10.259 -3.812 -2.475 0.1402
H 8.559 -0.344 -1.369 0.1814
H 9.781 -1.041 -0.365 0.1625
C 0.990 -2.771 -0.250 0.5892
O 0.684 -1.809 0.445 -0.6964
N 1.851 -3.735 0.167 -0.4585
N 0.488 -2.942 -1.490 -0.2457
H 2.112 -4.529 -0.388 0.1848
H 2.242 -3.633 1.090 0.2176
H -0.152 -2.238 -1.821 0.2330
H 0.714 -3.716 -2.087 0.1485
C -7.995 -1.630 -5.491 0.5954
O -7.449 -0.942 -4.633 -0.6026
N -8.895 -2.596 -5.187 -0.3492
N -7.744 -1.481 -6.813 -0.4182
H -9.352 -3.169 -5.873 0.1738
H -9.107 -2.737 -4.214 0.1897
H -7.081 -0.772 -7.078 0.2084
H -8.180 -2.032 -7.530 0.1650
C -8.015 5.055 4.162 0.6521
O -8.768 5.040 3.199 -0.6488
N -7.092 4.086 4.382 -0.2756
N -8.038 6.043 5.093 -0.3826
H -6.463 4.078 5.164 0.1553
H -7.045 3.339 3.711 0.1088
H -8.711 6.780 4.964 0.2346
H -7.429 6.074 5.890 0.1622
C -0.069 -6.377 2.771 0.6046
O 0.628 -5.597 3.402 -0.6404
N -0.739 -7.401 3.359 -0.3912
N -0.235 -6.285 1.426 -0.3564
H -1.316 -8.052 2.860 0.1600
H -0.640 -7.502 4.356 0.2325
H 0.247 -5.536 0.955 0.2401
H -0.803 -6.914 0.889 0.1576
C -3.536 -1.659 4.618 0.6608
O -3.277 -0.528 4.223 -0.6237
N -2.584 -2.511 5.071 -0.4074
N -4.799 -2.154 4.634 -0.3499
H -2.776 -3.440 5.399 0.1457
H -1.634 -2.179 5.074 0.2126
H -5.533 -1.549 4.304 0.2163
H -5.033 -3.076 4.953 0.1707
C 0.314 -0.318 -4.109 0.7005
O -0.287 -0.961 -3.262 -0.7363
N 0.242 1.032 -4.174 -0.3358
N 1.098 -0.897 -5.051 -0.4379
H 0.722 1.585 -4.861 0.1829
H -0.331 1.495 -3.487 0.1810
H 1.174 -1.900 -5.032 0.2091
H 1.598 -0.384 -5.754 0.1494
C 13.026 -4.948 -2.562 0.6809
O 12.716 -3.990 -1.869 -0.6521
N 13.876 -5.916 -2.135 -0.4034
N 12.548 -5.125 -3.821 -0.3770
H 14.144 -6.709 -2.688 0.1567
H 14.252 -5.819 -1.207 0.2247
H 11.915 -4.426 -4.174 0.2279
H 12.790 -5.902 -4.406 0.1677
```

The total charge is +1. The electronic energy is -7793.47972 Eh.

---

Q: Look up the total charge of the first one.
A: 0

---

Q: What is the formula in the second record?
A: C5H11N2O